No. 1
The following is a DFT calculation (wB97M-V/def2-TZVPD) of a structure of composition C23H60CrN5O10 at a distorted geometry.

## Properties
Charge: +1
E_tot in eV: -81155.786
Highest occupied orbital energy (spin up / spin down) in eV: -10.07 / -10.07
Orbital gap (spin up / spin down) in eV: 6.52 / 6.44
2S+1: 5

Atoms and positions in Å:
Cr -15.141 8.000 7.820
N -13.172 9.148 5.315
O -13.338 8.492 4.329
O -12.127 9.742 5.560
O -14.100 9.175 6.119
C -9.218 5.861 3.426
C -10.348 6.813 3.216
C -11.299 6.152 2.095
O -11.139 6.843 4.421
H -8.511 6.211 4.179
H -8.533 5.707 2.592
H -9.480 4.872 3.802
H -9.845 7.773 3.097
H -10.829 5.552 1.315
H -11.883 6.994 1.726
H -12.064 5.448 2.424
H -11.694 7.618 4.306
C -14.191 11.677 2.957
C -15.455 12.318 3.362
C -15.165 13.783 3.989
O -16.042 14.185 5.039
C -15.536 15.251 5.799
N -16.332 12.375 2.165
H -14.382 10.608 2.869
H -13.278 11.768 3.546
H -13.970 12.098 1.976
H -16.031 11.755 4.095
H -15.047 14.586 3.262
H -14.158 13.719 4.401
H -14.542 14.874 6.039
H -16.087 15.352 6.734
H -15.493 16.208 5.279
H -17.208 12.875 2.222
H -15.833 12.837 1.419
C -12.160 8.282 10.991
C -13.372 8.480 10.099
C -13.799 9.900 10.004
O -14.848 10.061 8.987
C -15.403 11.403 8.803
N -13.046 7.836 8.830
H -11.262 8.860 10.777
H -11.899 7.227 10.907
H -12.343 8.444 12.054
H -14.214 7.980 10.577
H -12.946 10.570 9.886
H -14.296 10.192 10.929
H -15.223 12.058 9.656
H -16.451 11.405 8.503
H -14.837 11.789 7.955
H -12.294 8.294 8.335
H -12.417 7.104 9.127
C -17.536 7.996 2.452
O -18.432 8.107 3.514
C -18.208 9.298 4.324
C -17.003 9.143 5.265
N -17.056 8.282 6.546
C -17.267 6.821 6.143
C -15.982 6.116 5.624
O -14.858 6.479 6.420
C -13.685 5.727 5.897
H -17.836 7.133 1.858
H -16.572 7.749 2.897
H -17.296 8.855 1.826
H -19.128 9.457 4.885
H -18.059 10.144 3.653
H -16.819 10.162 5.608
H -16.047 9.012 4.757
H -17.960 8.549 6.910
H -18.038 6.643 5.394
H -17.506 6.127 6.948
H -15.854 6.516 4.618
H -16.147 5.039 5.621
H -13.680 5.646 4.810
H -13.774 4.680 6.184
H -12.737 5.978 6.373
C -11.263 12.037 8.084
O -10.113 12.797 8.024
C -8.869 12.174 7.755
C -8.508 11.989 6.221
N -9.081 10.749 5.629
C -8.388 10.254 4.418
C -8.541 10.999 3.176
O -8.102 12.355 3.386
C -8.107 13.064 2.082
H -11.116 10.957 8.101
H -11.965 12.232 7.274
H -11.760 12.252 9.029
H -8.693 11.226 8.263
H -8.061 12.713 8.249
H -7.433 11.813 6.268
H -8.563 12.852 5.558
H -10.056 10.932 5.437
H -8.711 9.218 4.312
H -7.342 10.225 4.721
H -9.543 11.099 2.759
H -7.961 10.534 2.378
H -9.008 12.959 1.478
H -7.278 12.640 1.516
H -7.765 14.098 2.103

---

No. 2
The following is a DFT calculation (wB97M-V/def2-TZVPD) of a cluster of 2 separate species, C4H12 in total at a distorted geometry.

## Properties
Charge: 0
E_tot in eV: -4341.593
Highest occupied orbital energy in eV: -11.15
Orbital gap in eV: 12.27
SMILES string: CC.CC
Energy relative to the best compared isomer or geometry (same formula, charge and spin) in eV: 0.936
2S+1: 1

Atoms and positions in Å:
C 0.781 -1.387 -1.482
C -0.668 -1.683 -1.105
H 1.386 -2.209 -1.920
H 0.837 -0.626 -2.274
H 1.375 -1.088 -0.604
H -0.906 -2.765 -1.033
H -1.455 -1.350 -1.820
H -0.838 -1.368 -0.076
C 0.155 2.171 1.559
C -0.259 0.868 0.923
H 0.472 2.131 2.601
H 0.806 2.724 0.836
H -0.619 2.930 1.828
H -1.092 1.132 0.288
H -0.644 0.156 1.713
H 0.669 0.363 0.565